Molecular formula: C28H22FN3O4S
Method: DFT, ωB97M-V/def2-TZVPD

Each line ends with the natural charge from an NBO analysis.
CARTESIAN COORDINATES (ANGSTROEM)
C: -1.02 4.68 3.01  -0.65
C: -1.12 4.07 1.66  -0.19
S: -1.72 5.02 0.32  0.34
C: -1.41 3.64 -0.73  0.27
N: -1.70 3.75 -2.06  -0.63
C: -1.55 2.83 -3.08  0.70
O: -1.89 3.14 -4.19  -0.57
C: -0.97 1.50 -2.68  -0.52
C: -0.81 0.59 -3.86  -0.02
C: 0.45 0.28 -4.35  -0.21
C: 0.63 -0.54 -5.47  -0.26
C: -0.50 -1.03 -6.07  0.22
C: -1.78 -0.72 -5.58  0.30
C: -1.95 0.08 -4.48  -0.27
O: -2.72 -1.34 -6.36  -0.49
C: -2.01 -2.02 -7.37  0.24
O: -0.62 -1.84 -7.16  -0.48
N: -0.92 2.62 -0.12  -0.50
C: -0.76 2.83 1.22  0.11
C: -0.21 1.73 2.00  -0.08
C: 0.70 0.86 1.39  -0.16
C: 1.25 -0.21 2.07  -0.27
C: 0.87 -0.43 3.38  0.24
C: -0.02 0.44 4.01  -0.05
C: -0.57 1.51 3.34  -0.18
C: -0.23 0.01 5.43  -0.43
C: 0.87 -1.04 5.63  -0.20
N: 1.28 -1.41 4.28  -0.44
C: 1.89 -2.61 4.07  0.67
O: 2.29 -3.28 5.01  -0.59
C: 2.01 -3.08 2.66  -0.24
C: 3.24 -3.46 2.14  -0.15
C: 3.33 -3.97 0.86  -0.23
C: 2.19 -4.13 0.08  -0.18
C: 0.95 -3.79 0.60  -0.30
C: 0.87 -3.28 1.88  0.48
F: -0.34 -2.96 2.37  -0.33
H: -0.83 5.75 2.93  0.22
H: -1.95 4.55 3.57  0.22
H: -0.21 4.22 3.57  0.24
H: -2.09 4.64 -2.35  0.42
H: -1.62 1.05 -1.93  0.26
H: -0.01 1.68 -2.19  0.25
H: 1.32 0.68 -3.86  0.21
H: 1.61 -0.78 -5.84  0.23
H: -2.94 0.32 -4.12  0.23
H: -2.25 -3.09 -7.33  0.16
H: -2.29 -1.62 -8.36  0.16
H: 0.97 1.05 0.37  0.23
H: 1.97 -0.84 1.57  0.23
H: -1.29 2.14 3.83  0.21
H: -1.23 -0.43 5.54  0.22
H: -0.15 0.83 6.14  0.22
H: 1.73 -0.62 6.16  0.20
H: 0.54 -1.93 6.16  0.23
H: 4.12 -3.34 2.75  0.23
H: 4.30 -4.25 0.46  0.22
H: 2.27 -4.53 -0.92  0.22
H: 0.05 -3.92 0.02  0.23

Highest occupied orbital energy = -7.809 eV
ΔE to the lowest compared entry with this formula, charge and spin = 0.0 kcal per mole
Orbital gap = 8.28 eV
LUMO = 0.471 eV
SMILES string = Cc1sc(NC(=O)Cc2ccc3c(c2)OCO3)nc1-c1ccc2c(c1)CCN2C(=O)c1ccccc1F

---

Molecular formula: C28H22IN5O6Ru
Method: DFT, ωB97M-V/def2-TZVPD

Each line ends with the natural charge from an NBO analysis.
CARTESIAN COORDINATES (ANGSTROEM)
Ru: -0.44 0.54 -0.87  0.74
C: 1.10 -4.52 0.17  -0.24
C: 1.49 -3.68 -0.87  -0.19
C: 0.67 -2.66 -1.28  -0.24
C: -0.57 -2.44 -0.64  0.23
C: -0.96 -3.31 0.40  -0.27
C: -0.13 -4.33 0.79  -0.21
N: -1.33 -1.36 -0.98  -0.59
C: -2.69 -1.35 -0.77  0.21
C: -3.55 -2.43 -0.92  -0.26
C: -4.91 -2.28 -0.66  -0.16
C: -5.43 -1.04 -0.28  -0.25
C: -4.60 0.06 -0.14  -0.20
C: -3.23 -0.08 -0.38  0.07
N: -2.31 0.90 -0.28  -0.13
N: -2.63 2.11 0.07  -0.27
C: -1.65 3.00 0.00  0.34
C: -1.86 4.31 0.47  -0.22
C: -0.80 5.16 0.58  -0.15
C: 0.47 4.71 0.18  -0.26
C: 0.61 3.44 -0.33  0.07
N: -0.42 2.59 -0.45  -0.44
H: 1.76 -5.31 0.50  0.21
H: 2.44 -3.82 -1.36  0.21
H: 0.94 -2.01 -2.11  0.22
H: -1.89 -3.13 0.92  0.21
H: -0.42 -4.98 1.61  0.21
H: -3.16 -3.39 -1.24  0.24
H: -5.56 -3.13 -0.74  0.23
H: -6.48 -0.95 -0.07  0.23
H: -4.98 1.02 0.16  0.24
H: -2.86 4.58 0.77  0.24
H: -0.92 6.16 0.98  0.23
H: 1.33 5.35 0.26  0.23
H: 1.58 3.08 -0.65  0.21
O: 2.29 1.02 -2.14  -0.50
C: 1.31 0.65 -1.69  0.64
O: 0.48 0.52 1.41  -0.63
C: 1.62 0.12 1.14  0.73
O: 1.95 -0.36 0.02  -0.64
C: 2.74 0.25 2.14  0.01
C: 2.52 0.11 3.52  -0.07
C: 3.56 0.25 4.43  -0.27
C: 4.81 0.55 3.92  0.34
O: 5.98 0.75 4.57  -0.37
C: 6.96 0.96 3.57  0.21
O: 6.33 0.98 2.31  -0.40
C: 5.02 0.70 2.53  0.38
C: 4.00 0.54 1.63  -0.28
H: 1.53 -0.14 3.87  0.26
H: 3.42 0.12 5.49  0.26
H: 7.70 0.14 3.60  0.21
H: 7.48 1.91 3.75  0.21
H: 4.16 0.61 0.56  0.28
N: -3.78 -0.06 -3.53  -0.78
C: -2.49 0.31 -3.68  0.69
O: -1.93 1.08 -2.92  -0.65
C: -1.82 -0.29 -4.89  -0.64
I: 0.30 -0.08 -4.73  0.16
H: -4.33 0.33 -2.79  0.42
H: -4.23 -0.67 -4.20  0.41
H: -2.13 0.25 -5.78  0.26
H: -2.04 -1.35 -5.01  0.25

Highest occupied orbital energy (alpha / beta) = -9.046 / -8.775 eV
Orbital gap (alpha / beta) = 5.45 / 1.98 eV
LUMO (alpha / beta) = -3.591 / -6.790 eV
Multiplicity = 2
Net charge = +1

---

Molecular formula: C28H22N3OPRh
Method: DFT, ωB97M-V/def2-TZVPD

Each line ends with the natural charge from an NBO analysis.
CARTESIAN COORDINATES (ANGSTROEM)
Rh: -0.38 -0.02 -0.55  1.00
C: 1.48 0.33 -3.46  -0.20
C: 1.24 -1.03 -3.27  -0.16
C: 1.38 -1.60 -2.01  -0.22
C: 1.74 -0.81 -0.90  -0.38
C: 1.91 0.59 -1.10  -0.28
C: 1.82 1.14 -2.38  -0.14
P: 2.24 -1.73 0.62  0.87
C: 3.97 -1.31 0.99  -0.27
C: 4.68 -0.23 0.46  -0.23
C: 6.00 -0.01 0.84  -0.20
C: 6.62 -0.86 1.74  -0.18
C: 5.92 -1.95 2.26  -0.20
C: 4.61 -2.18 1.88  -0.23
C: 1.22 -0.87 1.85  -0.43
C: 1.58 -0.78 3.20  -0.13
C: 0.68 -0.25 4.11  -0.20
C: -0.59 0.14 3.71  -0.19
C: -0.96 0.04 2.38  -0.26
C: -0.05 -0.46 1.46  0.02
H: 1.42 0.76 -4.45  0.24
H: 0.96 -1.65 -4.11  0.24
H: 1.26 -2.66 -1.88  0.26
H: 2.22 1.22 -0.27  0.26
H: 2.02 2.19 -2.53  0.25
H: 4.23 0.44 -0.26  0.20
H: 6.53 0.84 0.43  0.23
H: 7.64 -0.68 2.04  0.23
H: 6.41 -2.63 2.94  0.23
H: 4.08 -3.04 2.26  0.23
H: 2.55 -1.12 3.51  0.22
H: 0.97 -0.14 5.15  0.23
H: -1.29 0.54 4.43  0.23
H: -1.96 0.34 2.07  0.23
C: -2.64 0.64 -2.77  -0.72
C: -3.10 -0.22 -1.63  0.64
O: -2.28 -0.91 -0.99  -0.63
C: -4.51 -0.27 -1.28  -0.15
C: -4.92 -1.08 -0.22  -0.14
C: -6.25 -1.14 0.15  -0.22
C: -7.19 -0.38 -0.55  -0.13
C: -6.80 0.42 -1.61  -0.22
C: -5.47 0.48 -1.98  -0.15
H: -1.55 0.55 -2.88  0.22
H: -2.89 1.68 -2.60  0.27
H: -3.11 0.31 -3.70  0.26
H: -4.18 -1.66 0.31  0.24
H: -6.56 -1.77 0.97  0.23
H: -8.23 -0.42 -0.26  0.23
H: -7.53 1.00 -2.15  0.23
H: -5.18 1.11 -2.81  0.22
N: -0.89 1.91 -0.40  -0.66
C: -0.48 2.81 0.27  0.67
N: -0.09 3.70 1.01  -0.57
C: 0.54 4.85 0.98  0.41
N: 1.13 5.84 0.98  -0.33

Highest occupied orbital energy (alpha / beta) = -11.167 / -11.168 eV
ΔE to the lowest compared entry with this formula, charge and spin = 51.4 kcal per mole
Orbital gap (alpha / beta) = 5.70 / 5.61 eV
LUMO (alpha / beta) = -5.470 / -5.562 eV
Net charge = +1

---

Molecular formula: C28H23BrN3O6Os
Method: DFT, ωB97M-V/def2-TZVPD

Each line ends with the natural charge from an NBO analysis.
CARTESIAN COORDINATES (ANGSTROEM)
Os: 1.09 -0.49 -1.28  1.92
O: 3.61 2.80 0.27  -0.68
C: 2.88 3.86 -0.15  0.40
C: 3.43 5.12 0.06  -0.28
C: 2.74 6.26 -0.30  -0.17
C: 1.48 6.17 -0.87  -0.24
C: 0.93 4.92 -1.09  -0.17
C: 1.61 3.76 -0.74  -0.20
C: 0.92 2.43 -1.00  0.24
O: 1.77 1.34 -1.14  -0.70
N: 0.01 2.17 0.11  -0.42
N: -0.44 0.95 0.30  -0.21
C: -1.27 0.70 1.25  -0.04
C: -1.80 -0.59 1.53  -0.10
Br: -0.87 -2.08 0.76  0.09
C: -2.85 -0.89 2.33  -0.15
C: -3.83 0.00 2.91  -0.12
C: -4.53 -0.46 4.03  -0.16
C: -5.50 0.32 4.63  -0.20
C: -5.82 1.57 4.09  -0.18
C: -5.16 2.02 2.95  -0.22
C: -4.18 1.24 2.37  -0.14
H: 3.21 1.99 -0.09  0.49
H: 4.41 5.18 0.51  0.23
H: 3.19 7.23 -0.14  0.23
H: 0.93 7.06 -1.15  0.23
H: -0.05 4.84 -1.56  0.22
H: 0.31 2.52 -1.91  0.19
H: -0.23 2.92 0.75  0.40
H: -1.60 1.51 1.91  0.21
H: -2.98 -1.94 2.58  0.23
H: -4.30 -1.43 4.45  0.22
H: -6.02 -0.03 5.51  0.23
H: -6.60 2.17 4.54  0.23
H: -5.43 2.97 2.52  0.22
H: -3.72 1.58 1.45  0.20
O: -1.69 -0.34 -4.20  -0.50
C: -0.90 -0.63 -3.35  0.74
O: -0.41 0.18 -2.44  -0.69
C: -0.37 -2.05 -3.22  0.16
C: -0.80 -3.04 -4.10  -0.23
C: -0.37 -4.32 -3.90  -0.05
C: 0.46 -4.62 -2.79  -0.09
C: 0.88 -5.93 -2.50  -0.15
C: 1.64 -6.19 -1.40  -0.18
C: 2.03 -5.13 -0.55  -0.15
C: 1.66 -3.85 -0.82  -0.22
C: 0.87 -3.55 -1.94  0.17
N: 0.46 -2.27 -2.21  -0.52
H: -1.47 -2.76 -4.90  0.27
H: -0.66 -5.12 -4.57  0.24
H: 0.57 -6.73 -3.16  0.23
H: 1.94 -7.20 -1.17  0.24
H: 2.63 -5.35 0.32  0.24
H: 1.97 -3.04 -0.17  0.23
C: 4.32 -0.83 1.31  -0.73
C: 3.04 -0.79 0.53  0.79
O: 1.95 -0.51 1.06  -0.63
O: 3.05 -1.05 -0.73  -0.70
H: 4.36 0.05 1.95  0.26
H: 5.17 -0.85 0.64  0.25
H: 4.33 -1.71 1.94  0.26

Highest occupied orbital energy (alpha / beta) = -10.551 / -10.521 eV
ΔE to the lowest compared entry with this formula, charge and spin = 9.7 kcal per mole
Orbital gap (alpha / beta) = 6.43 / 4.83 eV
LUMO (alpha / beta) = -4.121 / -5.687 eV
Multiplicity = 5
Net charge = +1

---

The calculation returns the following F_max values, one per record and in order: 1.266, 3.131, 1.328, 2.121 eV/A.